(1)
Formula: C3H6N2O
Source: the OMol25 dataset
Level of theory: the ωB97M-V functional and the def2-TZVPD basis

Geometry as ORCA input:
```
! wB97M-V def2-TZVPD RIJCOSX def2/J DEFGRID3
* xyz 0 1
N -1.43 -1.83 -1.71
C -0.91 -1.37 -0.79
C -0.29 -0.61 0.31
N 1.16 -0.80 0.32
C -0.77 0.90 0.12
O 0.24 1.85 0.35
H -0.69 -1.01 1.26
H 1.52 -1.08 -0.58
H 1.63 0.06 0.59
H -1.20 1.03 -0.88
H -1.56 1.09 0.86
H 1.10 1.44 0.19
*
```

energy: -302.6219 Eh
SMILES string: N#C[C@@H](N)CO
max |F|: 1.2 eV/Å
energy above the lowest of the compared OMol25 structures with the same formula, charge and spin: 187.0 kJ/mol
gap between HOMO and LUMO: 11.009 eV

(2)
Formula: C20H17CaClN2O4
Source: the OMol25 dataset
Level of theory: the ωB97M-V functional and the def2-TZVPD basis

Geometry as ORCA input:
```
! wB97M-V def2-TZVPD RIJCOSX def2/J DEFGRID3
* xyz 0 1
Ca -0.99 -1.45 0.81
Cl -0.61 3.60 6.03
C -0.70 2.12 5.12
C -1.62 1.12 5.50
C -1.68 -0.05 4.79
C -0.87 -0.31 3.65
O -0.99 -1.44 3.04
C 0.05 0.73 3.28
C 0.98 0.66 2.19
N 1.02 -0.22 1.25
C 2.02 -0.19 0.26
C 2.99 0.77 0.12
C 3.95 0.71 -0.90
C 3.95 -0.31 -1.80
C 2.96 -1.31 -1.72
C 2.89 -2.38 -2.64
C 1.89 -3.30 -2.53
C 0.94 -3.15 -1.50
N 0.98 -2.19 -0.61
C 1.98 -1.25 -0.70
C 0.11 1.91 4.05
H -2.26 1.28 6.36
H -2.38 -0.83 5.09
H 1.72 1.47 2.22
H 3.04 1.60 0.81
H 4.70 1.49 -0.96
H 4.69 -0.37 -2.59
H 3.63 -2.45 -3.42
H 1.79 -4.13 -3.22
H 0.11 -3.85 -1.43
H 0.82 2.68 3.77
C -1.78 1.87 -2.45
C -2.33 0.45 -2.50
C -3.79 0.43 -2.93
O -1.54 -0.35 -3.38
C -2.23 -0.24 -1.13
O -1.95 0.47 -0.12
O -2.40 -1.49 -1.07
H -1.86 2.33 -3.43
H -0.73 1.85 -2.15
H -2.33 2.47 -1.73
H -3.90 0.89 -3.92
H -4.41 0.99 -2.23
H -4.15 -0.60 -2.97
H -1.71 -0.05 -4.28
*
```

energy: -2320.7946 Eh
max |F|: 0.5 eV/Å
energy above the lowest of the compared OMol25 structures with the same formula, charge and spin: 0.0 kJ/mol
gap between HOMO and LUMO: 6.853 eV

(3)
Formula: C32H46CoNO4PS
Source: the OMol25 dataset
Level of theory: the ωB97M-V functional and the def2-TZVPD basis

Geometry as ORCA input:
```
! wB97M-V def2-TZVPD RIJCOSX def2/J DEFGRID3
* xyz 0 2
Co -1.16 -0.76 0.78
O -2.18 -1.35 -0.73
N -3.31 -2.01 -0.48
C -4.15 -2.12 -1.53
C -5.32 -2.82 -1.43
C -5.63 -3.40 -0.19
C -4.77 -3.27 0.86
C -3.55 -2.55 0.74
S -2.41 -2.32 1.98
H -3.81 -1.62 -2.42
H -5.98 -2.89 -2.28
H -6.55 -3.96 -0.07
H -4.98 -3.71 1.82
C -3.69 5.58 2.05
O -3.07 5.10 3.24
C -2.47 3.89 3.18
C -1.87 3.48 4.41
C -1.25 2.28 4.44
C -1.16 1.41 3.31
C -0.40 0.20 3.43
C 0.23 -0.18 4.75
O -0.17 -0.59 2.49
C -1.77 1.82 2.08
O -1.76 1.15 1.00
C -2.43 3.11 2.07
H -4.09 6.56 2.30
H -4.50 4.92 1.74
H -2.96 5.67 1.25
H -1.93 4.13 5.28
H -0.79 1.97 5.37
H 1.05 0.50 4.99
H 0.63 -1.19 4.66
H -0.49 -0.14 5.57
H -2.88 3.39 1.14
C 0.45 1.64 -4.40
C 0.21 2.49 -3.14
C -0.04 1.61 -1.91
C 0.79 0.32 -2.02
C 0.15 -0.53 -3.14
C -0.34 0.34 -4.31
P 0.86 -0.58 -0.44
C 1.52 -2.28 -0.75
C 0.42 -3.29 -1.14
C 0.93 -4.72 -0.96
C 2.41 -4.88 -1.35
C 2.79 -3.80 -2.36
C 2.73 -2.42 -1.70
C 2.18 0.22 0.56
C 1.76 1.58 1.15
C 2.88 2.10 2.05
C 4.14 2.44 1.22
C 4.11 1.77 -0.15
C 3.60 0.33 -0.08
H 1.51 1.41 -4.51
H 0.16 2.20 -5.30
H -0.65 3.15 -3.29
H 1.07 3.14 -2.96
H -1.10 1.31 -1.85
H 0.15 2.16 -0.99
H 1.82 0.58 -2.32
H -0.69 -1.09 -2.73
H 0.87 -1.27 -3.50
H -1.40 0.58 -4.17
H -0.28 -0.22 -5.25
H 1.83 -2.56 0.26
H 0.12 -3.12 -2.17
H -0.47 -3.13 -0.54
H 0.31 -5.39 -1.57
H 0.78 -5.03 0.08
H 2.60 -5.88 -1.74
H 3.05 -4.77 -0.47
H 2.11 -3.85 -3.22
H 3.79 -3.98 -2.76
H 2.72 -1.65 -2.47
H 3.65 -2.28 -1.13
H 2.23 -0.46 1.42
H 0.83 1.50 1.69
H 1.59 2.32 0.36
H 3.12 1.32 2.78
H 2.55 2.96 2.62
H 5.04 2.14 1.76
H 4.21 3.52 1.09
H 5.10 1.77 -0.60
H 3.47 2.34 -0.83
H 4.30 -0.26 0.51
H 3.62 -0.10 -1.08
*
```

energy: -3725.0007 Eh
max |F|: 1.2 eV/Å
energy above the lowest of the compared OMol25 structures with the same formula, charge and spin: 31.8 kJ/mol
gap between HOMO and LUMO (alpha / beta): 7.927 / 7.855 eV

(4)
Formula: C20H18Cl5CoN3O8P
Source: the OMol25 dataset
Level of theory: the ωB97M-V functional and the def2-TZVPD basis

Geometry as ORCA input:
```
! wB97M-V def2-TZVPD RIJCOSX def2/J DEFGRID3
* xyz -1 4
Co -0.32 -1.04 -0.52
O 3.63 -0.23 -5.17
C 2.73 -0.47 -4.18
C 2.66 -1.70 -3.53
C 1.71 -1.86 -2.54
N 0.90 -0.87 -2.21
C 0.97 0.32 -2.80
C 1.88 0.57 -3.81
C -0.01 1.35 -2.22
O -0.02 2.48 -2.69
O -0.72 0.88 -1.26
C 1.53 -3.11 -1.66
O 2.41 -3.97 -1.73
O 0.50 -3.07 -0.92
H 4.14 -1.03 -5.32
H 3.32 -2.53 -3.75
H 1.92 1.54 -4.28
Cl -2.95 -1.75 -1.91
C -3.12 -1.81 -0.17
C -1.98 -1.58 0.59
C -2.16 -1.67 1.96
Cl -0.78 -1.46 3.00
C -3.40 -1.93 2.56
Cl -3.56 -2.00 4.28
C -4.51 -2.13 1.75
Cl -6.05 -2.47 2.46
C -4.38 -2.09 0.37
Cl -5.75 -2.37 -0.65
C -2.17 2.48 3.73
O -1.19 2.95 2.81
P -1.11 2.10 1.39
O 0.06 2.99 0.72
C -0.17 4.30 0.20
O -2.47 2.74 0.75
C -3.25 1.97 -0.17
H -3.18 2.64 3.34
H -2.05 3.06 4.64
H -2.04 1.42 3.94
H 0.80 4.77 0.08
H -0.78 4.89 0.89
H -0.66 4.22 -0.77
H -2.94 2.17 -1.19
H -4.29 2.27 -0.03
H -3.15 0.91 0.02
C 4.59 -2.00 1.64
N 3.45 -1.18 1.29
C 3.45 0.18 1.03
C 2.20 0.49 0.61
N 1.44 -0.66 0.60
C 2.21 -1.63 1.01
H 5.27 -1.43 2.27
H 5.11 -2.34 0.75
H 4.24 -2.87 2.20
H 4.33 0.78 1.18
H 1.78 1.44 0.34
H 1.93 -2.67 1.08
*
```

energy: -5564.4544 Eh
max |F|: 0.2 eV/Å
energy above the lowest of the compared OMol25 structures with the same formula, charge and spin: 0.0 kJ/mol
gap between HOMO and LUMO (alpha / beta): 8.034 / 8.418 eV

(5)
Formula: C39H104O39S13
Source: the OMol25 dataset
Level of theory: the ωB97M-V functional and the def2-TZVPD basis

Geometry as ORCA input:
```
! wB97M-V def2-TZVPD RIJCOSX def2/J DEFGRID3
* xyz 0 1
O -7.59 -2.56 -3.65
S -7.33 -2.41 -2.24
O -8.35 -2.65 -1.20
O -5.92 -3.22 -1.85
C -4.83 -3.29 -2.76
C -4.94 -4.63 -3.49
C -6.72 -0.69 -1.92
H -3.85 -3.17 -2.30
H -4.87 -2.41 -3.41
H -4.06 -4.81 -4.10
H -5.76 -4.54 -4.21
H -5.17 -5.44 -2.80
H -7.52 0.04 -2.06
H -5.94 -0.47 -2.65
H -6.39 -0.49 -0.90
O 2.43 -2.59 -5.51
S 2.27 -1.17 -5.13
O 1.22 -0.77 -4.21
O 3.69 -0.71 -4.42
C 3.91 -0.99 -3.04
C 3.62 0.28 -2.16
C 2.25 -0.03 -6.63
H 4.95 -1.26 -2.86
H 3.36 -1.87 -2.71
H 2.57 0.55 -2.26
H 4.15 1.20 -2.37
H 3.72 -0.04 -1.12
H 2.76 -0.48 -7.49
H 2.69 0.93 -6.34
H 1.21 0.07 -6.93
O -1.86 -4.46 -2.99
S -0.76 -5.26 -2.46
O -0.42 -5.28 -1.05
O -0.89 -6.89 -2.93
C -1.62 -7.18 -4.13
C -2.68 -8.18 -3.80
C 0.82 -4.82 -3.35
H -1.01 -7.69 -4.88
H -2.10 -6.31 -4.59
H -3.17 -8.40 -4.75
H -3.34 -7.85 -3.00
H -2.19 -9.06 -3.38
H 1.48 -4.35 -2.62
H 0.60 -4.10 -4.14
H 1.26 -5.74 -3.75
O -2.08 6.53 1.76
S -1.56 5.54 0.84
O -1.74 4.10 1.18
O -2.29 5.72 -0.63
C -2.47 7.06 -1.03
C -3.69 7.00 -2.05
C 0.28 5.85 0.44
H -1.58 7.42 -1.54
H -2.54 7.87 -0.30
H -4.60 6.54 -1.66
H -3.35 6.36 -2.86
H -3.87 7.99 -2.47
H 0.66 5.04 -0.18
H 0.82 5.91 1.38
H 0.41 6.74 -0.18
O 2.98 4.05 3.54
S 1.67 3.64 4.00
O 0.50 4.15 3.33
O 1.62 1.96 3.97
C 2.85 1.25 4.11
C 2.46 0.00 4.78
C 1.62 3.97 5.78
H 3.68 1.73 4.62
H 3.20 0.92 3.13
H 2.20 0.26 5.80
H 3.33 -0.66 4.82
H 1.65 -0.45 4.21
H 2.47 3.47 6.24
H 0.76 3.56 6.31
H 1.81 5.05 5.85
O 0.46 -2.36 -0.63
S -0.25 -1.21 -0.16
O -0.98 -1.25 1.10
O 0.83 0.07 -0.23
C 0.52 1.26 0.46
C 1.57 2.31 0.38
C -1.41 -0.70 -1.56
H 0.30 1.06 1.51
H -0.45 1.63 0.12
H 2.59 1.92 0.45
H 1.43 2.80 1.35
H 1.43 3.04 -0.42
H -1.91 -1.58 -1.97
H -0.81 -0.25 -2.34
H -2.14 -0.06 -1.06
O 6.94 -1.88 4.97
S 6.70 -2.23 3.58
O 6.88 -3.59 3.07
O 5.13 -1.59 3.25
C 4.42 -2.38 2.24
C 3.34 -1.57 1.47
C 7.60 -1.02 2.51
H 3.98 -3.33 2.56
H 5.21 -2.62 1.53
H 2.80 -2.22 0.77
H 3.77 -0.72 0.94
H 2.75 -1.06 2.23
H 7.33 0.03 2.60
H 7.32 -1.35 1.51
H 8.67 -1.13 2.69
O 0.75 7.74 -3.23
S 2.01 8.15 -2.65
O 2.15 9.03 -1.54
O 2.76 6.78 -2.24
C 2.73 5.67 -3.09
C 3.38 4.53 -2.27
C 3.02 8.81 -4.02
H 3.26 5.94 -4.00
H 1.74 5.30 -3.38
H 3.28 4.55 -1.18
H 4.45 4.70 -2.40
H 3.16 3.53 -2.65
H 4.04 8.79 -3.62
H 2.77 9.84 -4.28
H 2.89 8.18 -4.89
O 0.06 -4.76 6.88
S 0.54 -3.59 6.10
O 1.99 -3.25 5.95
O -0.17 -3.64 4.64
C 0.65 -3.49 3.52
C -0.09 -4.15 2.38
C -0.34 -2.03 6.65
H 1.61 -4.00 3.59
H 0.86 -2.43 3.37
H -0.97 -3.61 2.03
H -0.36 -5.16 2.70
H 0.55 -4.35 1.52
H -1.37 -2.28 6.91
H -0.42 -1.33 5.82
H 0.26 -1.75 7.51
O -6.60 -7.61 0.58
S -5.15 -7.64 0.61
O -4.39 -8.40 -0.33
O -4.68 -6.01 0.63
C -3.33 -5.69 0.47
C -3.31 -4.19 0.67
C -4.50 -8.09 2.30
H -2.92 -5.91 -0.52
H -2.65 -6.14 1.19
H -2.37 -3.74 0.35
H -3.50 -3.94 1.72
H -4.06 -3.76 0.01
H -3.47 -7.77 2.40
H -4.35 -9.17 2.22
H -5.25 -7.79 3.03
O -4.14 0.44 -4.15
S -2.99 0.90 -4.93
O -3.08 1.74 -6.14
O -2.08 1.62 -3.76
C -0.85 2.23 -4.23
C -0.43 3.07 -3.02
C -1.89 -0.56 -5.30
H -0.89 2.71 -5.20
H -0.07 1.48 -4.34
H -0.20 2.45 -2.16
H -1.19 3.79 -2.72
H 0.56 3.52 -3.07
H -1.91 -1.15 -4.38
H -0.90 -0.17 -5.53
H -2.46 -1.10 -6.05
O -5.55 -1.91 0.96
S -4.89 -0.67 1.33
O -4.30 0.12 0.27
O -6.08 0.34 2.05
C -7.28 -0.22 2.46
C -8.05 0.77 3.43
C -3.73 -1.02 2.71
H -7.07 -1.14 3.01
H -7.87 -0.60 1.62
H -7.42 1.60 3.76
H -8.57 0.30 4.26
H -8.88 1.23 2.90
H -3.36 -0.09 3.15
H -2.89 -1.59 2.34
H -4.34 -1.56 3.44
O 6.30 2.66 4.41
S 7.44 3.51 4.25
O 8.76 3.00 4.62
O 7.52 4.03 2.62
C 6.32 4.42 2.01
C 5.82 3.38 1.04
C 7.00 5.21 5.07
H 6.63 5.34 1.50
H 5.47 4.65 2.66
H 6.47 2.54 0.79
H 5.54 3.80 0.08
H 4.95 3.00 1.57
H 7.08 5.16 6.15
H 6.09 5.67 4.67
H 7.81 5.86 4.75
*
```

energy: -9658.7570 Eh
max |F|: 3.9 eV/Å
energy above the lowest of the compared OMol25 structures with the same formula, charge and spin: 721.1 kJ/mol
gap between HOMO and LUMO: 9.890 eV

(6)
Formula: C2HKLi2O2
Source: the OMol25 dataset
Level of theory: the ωB97M-V functional and the def2-TZVPD basis

Geometry as ORCA input:
```
! wB97M-V def2-TZVPD RIJCOSX def2/J DEFGRID3
* xyz 0 1
O -0.55 2.14 0.07
C 0.62 1.41 0.06
C 0.71 0.15 -0.48
Li -1.94 -1.15 -2.30
Li -1.42 -1.50 0.32
H 1.51 1.88 -0.56
K 0.34 -1.99 2.56
O 0.72 -0.92 0.33
*
```

energy: -842.0626 Eh
max |F|: 8.5 eV/Å
energy above the lowest of the compared OMol25 structures with the same formula, charge and spin: 340.5 kJ/mol
gap between HOMO and LUMO (alpha / beta): 3.579 / 3.579 eV

The lowest max |F| belongs to which entry?
C20H18Cl5CoN3O8P